Entry 1:
Molecular formula: C24H34Cl12F2O2
Method: DFT, ωB97M-V/def2-TZVPD

Computed properties:
- Electronic energy: -6806.9928 Ha
- 2S+1: 2
- HOMO energy (alpha / beta): -10.69 / -10.69 eV
- Charge: +1

Atoms and positions in Å:
F: -6.715 3.472 1.398
C: -5.504 3.969 1.682
C: -5.476 4.871 2.758
C: -4.238 5.465 3.057
C: -3.086 5.174 2.373
C: -3.192 4.306 1.317
C: -4.361 3.720 0.959
H: -6.403 5.071 3.275
H: -4.154 6.234 3.812
H: -2.142 5.652 2.587
H: -2.310 4.145 0.716
H: -4.424 3.109 0.071
F: -0.425 2.294 0.524
C: -0.678 1.075 0.132
C: -1.503 0.786 -0.888
C: -1.718 -0.532 -1.310
C: -0.949 -1.503 -0.616
C: -0.002 -1.260 0.373
C: 0.134 0.079 0.781
H: -1.959 1.626 -1.392
H: -2.352 -0.802 -2.141
H: -0.978 -2.517 -0.987
H: 0.474 -2.020 0.976
H: 0.904 0.225 1.524
C: -2.790 -4.462 1.325
Cl: -2.086 -4.469 2.977
Cl: -4.303 -3.541 1.435
H: -2.071 -3.984 0.660
H: -2.901 -5.502 1.015
C: 4.927 1.596 -0.303
Cl: 5.714 0.378 -1.219
Cl: 3.219 1.071 0.054
H: 5.413 1.746 0.661
H: 5.010 2.543 -0.835
C: 1.502 5.219 1.605
Cl: 0.446 6.171 2.614
Cl: 2.637 6.190 0.608
H: 2.098 4.640 2.310
H: 0.942 4.485 1.026
C: 1.032 3.693 -2.944
Cl: 2.700 3.026 -2.737
Cl: -0.057 2.362 -3.485
H: 0.636 3.973 -1.968
H: 0.930 4.421 -3.749
C: -0.321 -0.877 4.400
Cl: 1.384 -1.375 4.091
Cl: -0.382 -0.465 6.204
H: -0.580 -0.012 3.789
H: -0.907 -1.746 4.099
C: -1.203 -5.010 -3.116
Cl: -2.902 -5.092 -2.424
Cl: -1.102 -3.940 -4.481
H: -0.513 -4.715 -2.325
H: -1.064 -6.065 -3.350
C: 3.530 -3.499 1.371
C: 2.316 -4.400 1.333
O: 1.528 -4.426 2.240
C: 1.994 -5.138 0.057
H: 3.582 -2.996 2.336
H: 3.444 -2.705 0.629
H: 4.397 -4.145 1.234
H: 1.101 -5.725 0.272
H: 2.802 -5.780 -0.294
H: 1.693 -4.477 -0.756
C: 0.812 -0.823 -4.161
C: 1.778 -1.538 -3.252
O: 1.560 -2.596 -2.683
C: 3.207 -0.792 -3.067
H: 1.190 0.140 -4.502
H: -0.127 -0.603 -3.653
H: 0.429 -1.518 -4.908
H: 2.820 0.222 -2.970
H: 3.853 -0.901 -3.938
H: 3.740 -1.197 -2.206

=====

Entry 2:
Molecular formula: C30H45AuBN8S3
Method: DFT, ωB97M-V/def2-TZVPD

Computed properties:
- Electronic energy: -2962.3997 Ha
- HOMO energy: -17.15 eV
- Energy above the lowest of the compared OMol25 structures with the same formula, charge and spin: 0.000 eV
- Charge: +3

Atoms and positions in Å:
Au: 2.274 2.195 -0.698
C: -2.358 4.125 -1.128
C: -1.968 2.864 -0.435
C: -2.732 2.255 0.523
C: -2.274 1.079 1.164
N: -1.114 0.546 0.841
N: -0.361 1.119 -0.086
B: 0.940 0.424 -0.541
N: 1.640 -0.534 0.456
N: 0.878 -1.586 0.789
C: 1.361 -2.527 1.561
C: 2.714 -2.483 1.989
C: 3.497 -1.408 1.690
C: 4.910 -1.273 2.146
C: 2.899 -0.375 0.918
S: 3.831 1.037 0.644
C: 0.480 -3.660 2.039
C: 0.400 -3.585 3.573
C: -0.913 -3.542 1.429
C: 1.091 -5.010 1.624
N: 0.724 -0.199 -1.929
N: -0.444 -0.820 -2.063
C: -0.766 -1.369 -3.207
C: 0.116 -1.261 -4.314
C: 1.334 -0.654 -4.180
C: 2.335 -0.544 -5.280
C: 1.626 -0.104 -2.906
S: 3.104 0.706 -2.634
C: -2.073 -2.113 -3.333
C: -2.822 -2.127 -2.001
C: -1.782 -3.556 -3.783
C: -2.951 -1.443 -4.405
C: -0.723 2.257 -0.730
S: 0.341 2.973 -1.873
C: -3.094 0.370 2.222
C: -4.219 1.240 2.791
C: -3.739 -0.851 1.536
C: -2.158 -0.045 3.368
H: -3.261 4.552 -0.701
H: -2.534 3.929 -2.189
H: -1.550 4.857 -1.080
H: -3.678 2.689 0.816
H: 3.117 -3.306 2.563
H: 5.211 -2.119 2.757
H: 5.041 -0.356 2.725
H: 5.586 -1.204 1.290
H: 0.000 -2.627 3.910
H: 1.377 -3.725 4.038
H: -0.254 -4.375 3.937
H: -1.367 -2.613 1.759
H: -1.541 -4.373 1.747
H: -0.850 -3.539 0.342
H: 2.077 -5.164 2.063
H: 1.173 -5.087 0.540
H: 0.452 -5.817 1.978
H: -0.187 -1.652 -5.276
H: 1.971 -1.003 -6.195
H: 3.268 -1.036 -4.990
H: 2.578 0.505 -5.476
H: -2.210 -2.582 -1.223
H: -3.738 -2.707 -2.102
H: -3.082 -1.113 -1.694
H: -1.145 -4.080 -3.067
H: -1.303 -3.589 -4.762
H: -2.724 -4.095 -3.862
H: -3.149 -0.396 -4.170
H: -3.905 -1.966 -4.451
H: -2.502 -1.501 -5.397
H: -4.976 1.468 2.040
H: -3.837 2.166 3.224
H: -4.721 0.692 3.588
H: -4.486 -0.533 0.807
H: -4.236 -1.469 2.284
H: -2.990 -1.443 1.016
H: -1.766 0.836 3.880
H: -1.312 -0.609 2.979
H: -2.696 -0.650 4.095
C: 2.454 7.337 1.663
N: 3.353 6.208 1.393
C: 4.791 6.277 1.692
C: 2.894 5.133 0.845
N: 2.481 4.159 0.366
H: 3.005 8.103 2.198
H: 1.606 7.026 2.272
H: 2.073 7.770 0.737
H: 4.990 7.178 2.262
H: 5.383 6.310 0.776
H: 5.112 5.414 2.275

=====

Entry 3:
Molecular formula: C25H27FN3O12
Method: DFT, ωB97M-V/def2-TZVPD

Computed properties:
- Electronic energy: -2135.6243 Ha
- HOMO energy: -11.75 eV
- Charge: +1

Atoms and positions in Å:
N: -0.180 -0.414 0.922
C: -1.105 0.091 0.161
N: -1.171 -0.205 -1.130
C: -1.198 0.988 -2.037
C: -2.094 2.097 -1.524
C: -2.211 2.227 -0.001
C: -1.336 3.295 0.705
C: -0.204 3.967 -0.055
C: 1.043 3.125 -0.256
F: 1.211 2.240 0.791
N: -2.067 0.912 0.700
H: 0.755 -0.671 0.620
H: -0.403 -0.559 1.900
H: -0.417 -0.833 -1.389
H: -1.590 0.672 -2.989
H: -0.176 1.293 -2.215
H: -1.790 3.006 -2.017
H: -3.084 1.883 -1.892
H: -3.231 2.498 0.191
H: -0.943 2.870 1.610
H: -1.993 4.086 1.031
H: -0.511 4.411 -0.987
H: 0.109 4.801 0.554
H: 1.893 3.791 -0.249
H: 1.067 2.614 -1.210
H: -2.952 0.415 0.665
C: -2.655 -1.837 -5.258
C: -2.676 -2.853 -6.134
C: -2.357 -2.650 -7.590
O: -2.379 -3.622 -8.316
C: -2.043 -1.302 -8.044
C: -2.026 -0.291 -7.167
C: -2.320 -0.502 -5.712
O: -2.266 0.468 -4.967
O: -1.749 0.960 -7.519
O: -2.973 -4.091 -5.788
H: -2.883 -1.972 -4.210
H: -1.830 -1.162 -9.094
H: -1.805 1.497 -6.706
H: -2.916 -4.629 -6.605
C: -1.120 1.484 4.793
C: -0.738 2.271 5.809
C: -0.319 1.702 7.137
O: 0.032 2.479 8.000
C: -0.360 0.256 7.310
C: -0.746 -0.525 6.294
C: -1.138 0.045 4.964
O: -1.460 -0.731 4.075
O: -0.807 -1.849 6.389
O: -0.699 3.588 5.720
H: -1.422 1.880 3.833
H: -0.072 -0.143 8.272
H: -1.116 -2.177 5.523
H: -0.388 3.915 6.590
C: 4.636 -4.010 0.421
C: 3.538 -3.259 0.535
C: 3.540 -1.961 1.289
O: 2.503 -1.304 1.333
C: 4.761 -1.536 1.931
C: 5.869 -2.288 1.826
C: 5.881 -3.575 1.047
O: 6.920 -4.192 0.979
O: 7.012 -1.955 2.387
O: 2.369 -3.610 -0.007
H: 4.647 -4.945 -0.121
H: 4.742 -0.607 2.483
H: 7.654 -2.659 2.159
H: 1.739 -2.911 0.240